{"formula": "C30H81N5O10", "method": "ωB97M-V/def2-TZVPD", "symbols": ["C", "N", "H", "H", "H", "C", "H", "H", "H", "H", "O", "H", "C", "H", "C", "H", "H", "C", "C", "O", "H", "H", "H", "C", "C", "H", "H", "H", "H", "H", "O", "C", "H", "H", "H", "C", "H", "C", "H", "C", "H", "H", "H", "C", "N", "H", "C", "H", "H", "H", "H", "H", "H", "O", "H", "H", "H", "C", "O", "H", "C", "C", "N", "O", "H", "H", "H", "H", "H", "C", "C", "H", "N", "H", "H", "H", "H", "H", "H", "H", "H", "H", "H", "H", "O", "H", "C", "C", "C", "H", "N", "O", "H", "C", "H", "C", "H", "H", "H", "H", "H", "H", "C", "H", "H", "H", "H", "C", "C", "O", "H", "O", "H", "H", "H", "H", "H", "H", "H", "H", "C", "C", "C", "H", "H", "H"], "positions_angstrom": [[1.490, -9.108, 1.386], [-0.721, 5.384, -0.766], [2.829, 0.573, 5.299], [-2.354, 2.864, 3.296], [0.424, -4.766, -1.876], [-1.370, -1.992, -5.140], [0.589, 0.124, 0.003], [-0.931, -4.591, 0.128], [3.332, 1.686, -2.860], [2.907, -5.807, -2.844], [-0.572, -1.583, 0.724], [1.075, -0.841, -2.187], [0.743, -1.536, -1.415], [1.959, 6.399, 4.127], [2.479, 2.996, -0.562], [-4.683, -1.071, -0.152], [-1.547, -6.455, 1.521], [3.691, 8.108, 3.240], [-4.302, -0.054, -0.241], [3.106, -0.553, 1.561], [-1.725, 2.452, 0.083], [-0.859, -0.954, 1.391], [-1.422, 0.009, -4.816], [-1.881, 4.491, -0.723], [-5.609, 4.979, -0.299], [2.633, 4.368, 3.231], [-0.225, 3.296, -0.024], [-0.587, -8.438, 2.887], [-4.132, 1.673, -1.513], [1.278, -5.480, 1.632], [3.684, 3.007, -1.295], [-3.200, 5.175, -0.381], [-0.982, -3.690, -3.715], [1.225, -1.638, 2.305], [5.137, -0.540, 0.943], [2.142, -0.400, 3.669], [-3.041, 1.144, -7.333], [-4.560, 0.675, -1.606], [-2.377, -2.425, -6.818], [-2.742, 0.179, -7.743], [-4.719, 0.548, 0.567], [2.052, 2.636, 1.598], [-1.438, 3.811, 1.177], [2.179, -0.279, 5.101], [-1.212, -0.825, -4.286], [1.568, -2.175, -1.100], [0.150, -4.732, 0.159], [3.843, -6.271, -1.685], [-0.433, -2.147, -5.676], [0.165, -6.942, 3.407], [4.351, -0.230, 3.304], [-2.627, -3.057, -3.737], [2.799, 3.204, -3.268], [3.308, 6.921, 2.547], [-5.638, 0.836, -1.618], [1.093, 6.836, 2.628], [-3.226, -0.146, -0.093], [-1.288, 3.448, 0.160], [-4.295, -0.205, -2.635], [0.667, -9.821, 1.442], [3.455, -0.765, 2.987], [-1.389, 1.117, 3.975], [0.305, -5.469, 1.363], [1.286, -8.335, 2.497], [-0.477, 5.892, 0.072], [4.261, 7.938, 4.153], [2.402, -7.256, -1.881], [4.238, 8.718, 2.520], [4.573, 3.029, -3.116], [0.038, -0.763, -0.309], [3.607, 2.730, -2.710], [-0.057, -2.183, -1.775], [1.086, -1.383, 3.272], [2.022, 2.014, -0.686], [1.230, -2.265, 3.743], [-1.786, 0.258, 4.515], [3.710, 3.206, 1.285], [2.643, -1.102, 5.645], [-3.456, 1.791, 4.126], [-4.693, 0.210, -3.403], [3.535, -1.778, 3.382], [0.053, 0.087, 3.056], [-3.512, -0.494, -8.121], [0.196, -6.392, -1.356], [-1.881, -0.486, -6.839], [3.827, -0.970, -0.287], [0.660, -5.450, -1.061], [-1.750, -3.255, -4.354], [-2.609, 1.814, 3.441], [-1.962, -4.093, -5.019], [2.402, 4.735, 1.190], [-4.377, 4.333, -0.584], [0.575, -3.731, 0.233], [2.766, -6.229, -1.849], [-1.895, -0.829, -3.542], [2.666, 3.297, 0.985], [-5.828, 5.902, -0.835], [2.385, -9.681, 1.630], [-5.622, 5.176, 0.773], [-3.281, 6.133, -0.895], [-3.125, 5.436, 0.675], [-6.379, 4.263, -0.589], [-2.406, -1.560, -6.156], [3.248, 5.241, 0.969], [-0.834, -0.277, -0.747], [2.829, 8.695, 3.555], [-3.074, 1.436, 2.530], [2.012, 6.420, 3.038], [0.010, -7.592, 2.546], [2.061, -5.600, -0.748], [4.316, -2.021, 1.021], [-0.555, 0.795, 2.832], [-0.442, -7.299, 0.449], [0.086, 4.815, -0.979], [-0.912, 1.755, 4.719], [0.983, 4.661, 2.807], [1.866, 0.603, 3.344], [1.233, -0.011, 5.572], [-2.045, 4.084, -1.720], [-3.420, -1.308, -5.842], [-0.500, -6.713, 1.366], [4.157, -0.977, 0.752], [2.004, 4.953, 2.561], [1.588, -8.700, 0.380], [-2.155, 0.594, -8.563], [1.914, 3.759, -1.098]], "forces_ev_per_angstrom": [[-0.219, -1.987, 0.431], [-0.256, 2.244, -1.780], [0.164, 0.160, 0.354], [-0.254, 0.117, -0.321], [0.693, 0.107, -0.557], [-0.687, 1.005, 1.136], [0.598, -0.423, 0.974], [-0.232, 0.377, -0.743], [0.652, -0.444, -0.011], [-1.687, 0.801, -0.204], [1.438, 0.147, -0.578], [-0.172, -0.161, -0.069], [-0.830, -0.289, 0.852], [0.138, 0.304, 0.078], [0.267, -0.431, 0.110], [-0.347, 0.117, -0.416], [-0.041, -0.010, 0.177], [-0.359, 0.191, -0.631], [0.577, 0.565, -0.745], [0.980, 0.067, 2.357], [-0.394, -0.144, 0.188], [-0.199, 0.144, 0.367], [0.260, 0.097, -0.171], [1.004, -0.266, -0.991], [0.498, -0.675, 0.293], [0.308, -0.097, 0.358], [-0.190, 0.073, 0.030], [-1.281, 0.444, -0.416], [0.741, -0.075, -0.820], [-0.078, -1.009, 0.089], [1.305, 0.119, -0.459], [-0.308, -0.327, 1.108], [0.319, 0.648, 0.137], [-0.227, 0.211, -0.528], [-0.133, 0.834, -0.190], [-0.684, -0.251, -1.839], [-1.087, -0.314, 0.622], [-1.845, -0.967, 3.416], [-1.002, -0.311, -0.703], [0.938, 0.491, 0.038], [0.052, 0.059, 0.069], [-0.211, 0.262, -0.127], [0.329, -0.291, 0.343], [1.124, 0.799, 2.720], [0.765, 0.102, 1.233], [0.129, 0.173, 0.238], [-1.554, -0.186, 0.094], [0.063, -0.190, 1.303], [0.013, -0.086, -0.190], [-0.143, 0.068, -0.042], [-0.074, 0.445, -0.252], [-0.092, -0.062, 0.017], [-0.131, 0.917, 0.352], [-1.735, 0.700, 1.419], [-0.348, 0.412, 0.046], [0.443, 1.074, -0.260], [0.133, 0.093, 0.161], [-1.466, -2.036, 1.314], [1.037, 0.042, -1.119], [-0.261, -0.596, -0.954], [-1.977, 0.597, -0.449], [-0.588, -0.716, -1.075], [-0.405, -0.380, 0.769], [0.101, 3.394, -0.031], [-0.415, -0.208, 0.326], [0.307, -0.365, -0.089], [0.020, -0.114, -0.521], [0.289, 0.005, 0.231], [-0.153, -0.349, -0.067], [-1.223, 0.667, -0.452], [-0.517, -0.256, 1.215], [0.302, -0.177, -0.652], [0.764, 0.639, -0.116], [-0.355, -0.179, 0.004], [-0.053, -0.048, 0.582], [0.635, -0.654, -0.118], [0.188, -0.995, -0.206], [-0.193, -0.376, -0.041], [0.199, 0.068, 0.535], [0.100, -0.226, -0.591], [0.703, -0.799, -1.160], [0.051, -0.731, 0.434], [-0.274, 0.368, 0.067], [0.023, -0.320, 0.442], [0.854, 1.445, -0.888], [0.264, 0.432, 0.014], [0.684, 1.114, 0.286], [-0.099, 0.027, -0.317], [-0.722, 1.192, 0.034], [-0.353, 0.123, -0.321], [-1.455, -0.214, 0.259], [1.367, 0.864, -0.612], [0.148, -0.221, 0.008], [0.780, -0.664, 1.079], [-0.165, -0.168, 0.257], [0.555, 1.128, -2.237], [0.492, 0.204, -0.253], [0.198, -0.033, -0.360], [-0.437, 0.134, 0.173], [-0.079, -0.115, -0.501], [-0.326, 0.092, 0.498], [-0.045, -0.011, 0.264], [0.228, -2.081, -1.127], [-0.051, 0.184, 0.220], [-0.063, 0.099, -0.713], [-0.269, 0.025, -0.143], [0.710, -0.311, -0.231], [1.759, -1.927, -1.354], [0.681, -0.882, 0.690], [0.322, -0.055, -2.699], [0.209, -0.529, -0.372], [-1.005, 0.957, 0.735], [0.072, 0.018, -0.286], [-0.031, 0.342, -0.071], [0.433, 0.069, -0.142], [-0.249, -0.639, -0.609], [-0.259, -0.115, -0.638], [-0.183, -0.299, -0.224], [0.263, 0.048, -0.295], [-0.026, -0.458, 0.704], [2.243, -0.395, 1.374], [0.113, -1.762, -0.146], [0.118, 0.754, 1.171], [-0.119, 0.687, 0.139], [0.361, -0.770, -0.455], [-0.888, 0.086, 0.742]], "homo_lumo_gap_ev": [1.3, 8.8], "homo_energy_ev": [1.0, -6.4], "charge": -1, "max_force_ev_per_a": 4.0, "spin_multiplicity": 2, "s_squared": 0.750, "e_tot_ha": -2217.40314, "e_lumo_ha": [0.0838, 0.0877]}